{
  "formula": "C22H46N2O16Zr2",
  "method": "wB97M-V/def2-TZVPD",
  "orbital_gap_ha": 0.051,
  "e_lumo_ev": -16.26,
  "total_energy_ha": -2271.457771,
  "total_charge": 4,
  "homo_energy_ev": -17.6530,
  "largest_force_ev_per_a": 8.30,
  "species": ["Zr", "Zr", "O", "C", "C", "O", "H", "H", "H", "H", "O", "C", "C", "O", "H", "H", "H", "H", "C", "N", "O", "O", "H", "H", "H", "C", "N", "O", "O", "H", "H", "H", "O", "C", "O", "C", "C", "C", "H", "H", "H", "H", "H", "H", "H", "H", "O", "C", "O", "C", "C", "C", "H", "H", "H", "H", "H", "H", "H", "H", "O", "C", "O", "C", "C", "C", "H", "H", "H", "H", "H", "H", "H", "H", "O", "C", "O", "C", "C", "C", "H", "H", "H", "H", "H", "H", "H", "H"],
  "xyz": [[1.70862, 1.16080, 2.38571], [0.92201, 4.11071, -0.83584], [3.59845, 2.07551, 3.05025], [4.08926, 3.36542, 2.52096], [3.08942, 3.90417, 1.45992], [2.06867, 3.02140, 0.80973], [5.07160, 3.23118, 2.06810], [4.19105, 4.13447, 3.28667], [3.60159, 4.54927, 0.74603], [2.31032, 4.44036, 2.00175], [-0.01919, 2.20186, -1.12450], [-0.46997, 0.86752, -1.15130], [0.43585, -0.25105, -0.58856], [1.14285, -0.10032, 0.68315], [-0.42384, 0.74103, -2.23294], [-1.49484, 0.89146, -0.78093], [1.23391, -0.46455, -1.29963], [-0.02484, -1.23831, -0.62264], [1.45468, -0.47317, -4.25827], [2.77922, -0.86981, -3.63082], [3.78432, -0.42127, -4.10017], [2.76386, -1.69550, -2.74148], [1.56493, 0.60520, -4.37265], [0.65202, -0.71627, -3.56204], [1.40650, -0.84020, -5.28349], [-3.82080, 1.21288, -3.26495], [-3.08617, 0.19583, -4.10884], [-1.93743, 0.40757, -4.67470], [-3.77299, -0.81341, -4.31342], [-3.47684, 1.05262, -2.24313], [-4.90041, 1.07099, -3.31391], [-3.47977, 2.16577, -3.66967], [2.88565, -0.63015, 2.83609], [3.75800, -1.51342, 2.79107], [3.72544, -2.67587, 2.13684], [2.69337, -2.79094, 1.12619], [2.54490, -4.26313, 0.69827], [4.97020, -1.42355, 3.65132], [2.79669, -2.16068, 0.24290], [1.66237, -2.60516, 1.42725], [1.98608, -4.38823, -0.22919], [1.91831, -4.76043, 1.43865], [3.53226, -4.69976, 0.54809], [5.78131, -1.88012, 3.08409], [4.73446, -2.00675, 4.54149], [5.42382, -0.50187, 4.01581], [0.31058, -0.75136, 3.30241], [-0.29383, -1.78212, 3.65781], [-1.53790, -1.96904, 3.38489], [-2.32005, -0.97303, 2.69813], [-3.07805, -0.03911, 3.64824], [0.44119, -2.81414, 4.40474], [-3.05828, -1.47555, 2.07315], [-1.76723, -0.31903, 2.02376], [-3.83561, -0.64811, 4.14152], [-3.49368, 0.77286, 3.05154], [-2.42640, 0.25910, 4.46953], [1.17138, -2.34200, 5.06202], [0.97134, -3.30053, 3.58593], [-0.11480, -3.58056, 4.94471], [-0.21926, -5.61291, 1.17263], [-1.38856, -5.42833, 0.87912], [-1.88843, -4.67539, -0.18907], [-1.06201, -4.10060, -1.22812], [-0.44584, -5.11855, -2.20513], [-2.59976, -5.64432, 1.85128], [-0.19150, -3.51040, -0.94181], [-1.69654, -3.42597, -1.80288], [0.02135, -5.93463, -1.65392], [0.33372, -4.85143, -2.91861], [-1.27485, -5.45474, -2.82789], [-3.15584, -4.70808, 1.89954], [-2.26076, -5.98572, 2.82934], [-3.31675, -6.34091, 1.41678], [-0.79925, 4.90245, -2.14105], [-1.70870, 5.40695, -2.85344], [-2.33274, 6.57371, -2.61329], [-1.86786, 7.41612, -1.63964], [-2.98096, 7.35782, -0.54493], [-2.14154, 4.89893, -4.22960], [-1.98801, 8.43146, -2.01745], [-0.90583, 7.22885, -1.16266], [-3.93517, 7.62480, -0.99915], [-2.65750, 7.97148, 0.29584], [-3.05351, 6.35929, -0.11390], [-3.22520, 4.82176, -4.31813], [-1.77868, 3.92322, -4.55275], [-1.82362, 5.61569, -4.98675]],
  "forces_ev_per_angstrom": [[3.415, -6.107, -1.664], [-3.527, -7.500, -0.524], [-3.363, 0.780, -1.978], [-0.601, -2.085, -0.761], [-1.712, 1.177, 1.268], [-0.847, 0.277, -1.856], [-0.027, -0.332, 0.066], [-0.230, -0.164, 0.213], [0.087, -0.075, -0.341], [0.881, 1.169, 0.601], [3.328, 6.432, 1.680], [0.561, -0.867, -0.162], [2.083, 0.205, 0.625], [-0.636, 3.617, 1.626], [-0.819, -0.715, -0.367], [-0.080, -0.110, 0.020], [0.274, 0.533, -0.315], [-0.951, 0.190, 0.469], [0.889, 1.059, 0.343], [-0.343, -0.902, -0.766], [0.266, 0.794, -0.350], [-0.615, -0.126, 0.871], [-0.234, 0.107, 0.030], [0.072, -0.405, -0.552], [-0.173, -0.539, 0.355], [1.349, 0.296, -0.323], [-0.160, -2.125, -2.610], [-3.310, -0.006, 2.655], [2.079, 1.817, 0.451], [-0.029, 0.141, -0.019], [0.316, -0.191, -0.317], [-0.275, 0.090, 0.321], [-1.787, 1.887, -1.335], [2.191, -1.525, 0.725], [-1.296, 3.116, 0.199], [-2.051, -1.941, -1.784], [0.618, 0.325, 0.373], [0.886, -0.505, -0.178], [1.123, 0.309, 0.333], [0.290, 0.841, 1.142], [0.082, 0.442, -0.097], [0.580, -0.390, 0.030], [-0.165, -0.311, 0.170], [-0.050, -0.555, 0.309], [0.232, -0.377, 0.047], [-1.058, 0.555, -0.338], [0.388, 2.199, -0.342], [0.035, 1.086, 0.553], [-0.538, -0.232, -0.277], [-0.992, 1.192, -0.424], [0.475, -1.565, 0.441], [0.286, -0.512, -0.091], [0.312, -0.519, 0.187], [0.836, -0.517, -0.005], [-0.399, 0.407, -0.124], [-0.104, 0.039, 0.407], [0.069, 0.603, -0.191], [-0.070, -0.021, -0.098], [0.393, -0.468, 0.108], [-0.304, 0.308, -0.231], [-1.797, 0.317, -1.287], [-0.241, 1.482, 1.418], [1.263, -0.377, 0.044], [1.247, -0.374, -1.083], [-0.996, -0.892, 0.073], [0.775, -0.217, -1.173], [-0.097, 0.230, 1.326], [-0.378, -0.110, 0.298], [-0.396, -0.209, 0.074], [-0.035, 1.053, 0.279], [0.161, -0.653, 0.081], [0.221, 0.083, 0.181], [-0.008, 0.017, -0.240], [0.179, -0.234, 0.060], [2.464, -0.432, 2.162], [-2.409, 2.483, -2.473], [2.451, -4.519, -2.070], [-2.233, 2.259, 3.532], [1.147, -0.236, 0.209], [0.147, -0.763, 0.444], [0.799, -0.098, -0.375], [0.264, -0.242, -0.700], [0.093, 0.230, 0.374], [-0.505, 0.469, -0.170], [-0.113, -0.300, -0.207], [-0.138, 0.426, 0.334], [0.430, -0.003, 0.534], [0.056, 0.306, 0.157]],
  "lowdin_charge": [2.20, 2.28, -0.35, -0.18, -0.23, -0.54, 0.13, 0.14, 0.12, 0.10, -0.31, -0.18, -0.18, -0.38, 0.12, 0.14, 0.09, 0.13, 0.06, -0.45, 0.11, 0.04, 0.09, 0.07, 0.12, 0.06, -0.37, -0.02, 0.11, 0.08, 0.12, 0.07, -0.11, -0.41, 0.10, -0.19, -0.03, 0.07, 0.12, 0.10, 0.08, 0.06, 0.10, 0.12, 0.13, 0.11, -0.09, -0.50, 0.09, -0.19, -0.04, 0.08, 0.14, 0.09, 0.10, 0.09, 0.08, 0.11, 0.10, 0.12, 0.08, -0.42, -0.04, -0.23, -0.06, 0.04, 0.07, 0.11, 0.08, 0.08, 0.09, 0.07, 0.09, 0.09, -0.13, -0.34, 0.07, -0.21, -0.02, 0.08, 0.16, 0.11, 0.11, 0.10, 0.07, 0.12, 0.09, 0.13]
}